(1)
The ion C5H9N2O2 with charge +1 in a non-equilibrium geometry. Source: the Open Molecules 2025 dataset; level of theory: ωB97M-V with the def2-TZVPD basis set.

Results
SMILES: CC(C)c1o[nH+]c[n+]1[O-]
Largest force on an atom (hartree/bohr): 0.1177
ΔE to the lowest compared entry with this formula, charge and spin (kcal per mole): 178.6
Net charge: +1

Element x y z (Å)
C  -1.7242  -0.0746  -0.8325
C  -0.9590  0.6084  0.3248
C  -1.3541  -0.1768  1.5870
C  0.4677  0.4768  0.0221
O  1.4175  1.4045  -0.3028
N  2.5844  0.8080  -0.7250
C  2.5191  -0.5201  -0.8184
N  1.1714  -0.7258  -0.3092
O  0.6548  -1.8157  -0.2289
H  -2.5366  0.5801  -1.2189
H  -2.1643  -0.9362  -0.3553
H  -1.1026  -0.4869  -1.5940
H  -1.2239  1.6018  0.5152
H  -1.2510  0.3699  2.5349
H  -0.8848  -1.1528  1.7512
H  -2.3670  -0.3223  1.5445
H  3.4272  1.5579  -0.8043
H  3.3252  -1.1963  -1.0904

Atomic partial charges in e from the Mulliken method, atoms 1 to 2:
1 C -1.38
2 C 0.74


(2)
The ion C5H9N2O3 with charge +1 in a non-equilibrium geometry. Source: the Open Molecules 2025 dataset; level of theory: ωB97M-V with the def2-TZVPD basis set.

Results
SMILES: COC(OC)=C([O-])[NH+]=C=[NH2+]
Largest force on an atom (hartree/bohr): 0.1061
ΔE to the lowest compared entry with this formula, charge and spin (kcal per mole): 83.7
Net charge: +1

Element x y z (Å)
C  1.3023  -2.1285  -0.5554
O  1.6215  -0.7242  -0.2014
C  0.8485  0.2175  -0.0498
O  1.2886  1.4417  -0.0345
C  2.6506  1.6511  0.0243
C  -0.5656  0.0444  0.6220
O  -0.1987  -0.2770  1.7914
N  -1.8615  0.3066  0.4023
C  -2.7674  0.1382  -0.6944
N  -3.9833  0.3470  -0.3260
H  0.4849  -2.2283  -1.3220
H  0.8434  -2.6616  0.3811
H  2.3102  -2.3503  -0.8759
H  2.7091  2.8524  0.0846
H  3.3084  1.2451  -0.9147
H  3.1273  1.1532  0.8802
H  -2.2845  0.3363  1.3270
H  -4.5119  0.2952  -1.1613
H  -4.3217  0.3411  0.6225

Atomic partial charges in e from the Mulliken method, atoms 1 to 2:
1 C -0.63
2 O -0.26


(3)
An isolated molecule of C5H9N2O3P in a non-equilibrium geometry. Source: the Open Molecules 2025 dataset; level of theory: ωB97M-V with the def2-TZVPD basis set.

Results
Largest force on an atom (hartree/bohr): 0.1043
ΔE to the lowest compared entry with this formula, charge and spin (kcal per mole): 64.6
Spin multiplicity: 3

Element x y z (Å)
C  1.3322  -0.6958  0.0384
C  1.4287  1.8383  0.2103
C  1.8204  0.4930  0.8416
C  2.2758  -1.3888  -0.8187
C  -3.2750  1.1215  -0.3136
N  0.0677  -0.7476  -0.3190
N  0.1024  1.8262  -0.0791
O  2.1936  2.7152  -0.1940
O  -1.4659  0.5145  1.9175
O  -2.1151  0.4942  -0.7742
P  -0.9147  0.4402  0.1613
H  1.2444  0.5161  1.7645
H  2.9451  0.5294  1.1012
H  3.0503  -1.8173  -0.0633
H  2.6348  -0.7861  -1.5634
H  1.9774  -2.1692  -1.3968
H  -4.1971  1.1746  -1.0015
H  -3.0874  2.1800  -0.0186
H  -3.5707  0.6060  0.6616
H  -0.2326  2.6303  -0.5947

Atomic partial charges in e from the Mulliken method, atoms 1 to 2:
1 C 0.61
2 C 0.57


(4)
A cluster of 2 separate species, C5H9N2OS in total in a non-equilibrium geometry. Source: the Open Molecules 2025 dataset; level of theory: ωB97M-V with the def2-TZVPD basis set.

Results
Largest force on an atom (hartree/bohr): 0.0892
ΔE to the lowest compared entry with this formula, charge and spin (kcal per mole): 76.9
Net charge: +1

Element x y z (Å)
C  3.5288  0.2601  0.2574
C  -0.7608  1.6463  -0.1065
C  -0.1852  0.4023  -0.2429
C  -2.1523  1.7100  -0.3555
C  0.2017  -2.0453  -0.0342
N  4.0631  -0.7032  0.7356
N  0.2101  -0.6842  -0.6581
O  -0.1286  2.7498  0.3250
S  2.8828  1.4561  -0.5313
H  -2.5435  2.6207  -0.6500
H  -2.7849  1.4327  0.5262
H  -2.2526  1.0570  -1.1719
H  -0.7953  -2.1260  0.4337
H  0.4231  -2.7769  -0.7947
H  1.0981  -2.0743  0.7226
H  4.9576  -0.8535  1.1539
H  0.9272  -0.7493  -1.4556
H  0.7940  2.6546  0.4790

Atomic partial charges in e from the Mulliken method, atoms 1 to 2:
1 C 0.51
2 C 0.92


(5)
A cluster of 2 separate species, C5H9N2OS in total in a non-equilibrium geometry. Source: the Open Molecules 2025 dataset; level of theory: ωB97M-V with the def2-TZVPD basis set.

Results
Largest force on an atom (hartree/bohr): 0.0893
ΔE to the lowest compared entry with this formula, charge and spin (kcal per mole): 94.5
Net charge: +1

Element x y z (Å)
C  1.2757  -1.6333  -0.3992
C  2.5926  -1.2821  -0.1344
C  0.4769  -0.4974  -0.1668
C  1.0864  0.6409  0.2516
C  -1.7712  -0.7103  -0.3256
N  0.6409  2.0889  0.4838
N  -2.2140  0.6035  -0.5057
O  -1.8922  -1.1306  0.9848
S  2.7959  0.4147  0.2832
H  0.7688  -2.4484  -0.8934
H  3.4921  -1.8319  0.0319
H  -2.0858  -1.3893  -1.1916
H  1.0033  2.5851  -0.3938
H  1.1402  2.5326  1.2541
H  -2.6571  1.0468  0.2835
H  -0.3883  2.2275  0.7876
H  -2.6133  0.8315  -1.4389
H  -1.6511  -2.0480  1.0890

Atomic partial charges in e from the Mulliken method, atoms 1 to 2:
1 C -0.75
2 C -0.34


(6)
The ion C5H9N2OS with charge +1 in a non-equilibrium geometry. Source: the Open Molecules 2025 dataset; level of theory: ωB97M-V with the def2-TZVPD basis set.

Results
Largest force on an atom (hartree/bohr): 0.0822
ΔE to the lowest compared entry with this formula, charge and spin (kcal per mole): 31.3
Net charge: +1

Element x y z (Å)
C  0.6439  0.0432  -0.1823
C  -1.8724  -0.4699  -0.0141
C  1.9604  0.0819  -0.0230
C  -0.2646  1.3144  -0.3773
C  2.7443  -1.1540  0.0912
N  -1.6764  0.8345  -0.1005
N  -3.0207  -1.0852  0.0957
O  0.0252  2.3527  0.3979
S  -0.4092  -1.3506  0.0505
H  2.3677  0.9939  -0.0192
H  -0.3235  1.7652  -1.3364
H  3.3953  -1.2954  0.8972
H  3.6037  -1.1224  -0.5988
H  2.2079  -2.0009  0.0979
H  -2.2960  1.5898  0.1154
H  -3.8288  -0.6040  -0.2167
H  -2.8657  -2.0798  -0.0934
H  -0.3910  2.1866  1.2159

Atomic partial charges in e from the Mulliken method, atoms 1 to 2:
1 C 0.12
2 C 0.56


(7)
The ion C5H9N2OS with charge +1 in a non-equilibrium geometry. Source: the Open Molecules 2025 dataset; level of theory: ωB97M-V with the def2-TZVPD basis set.

Results
Largest force on an atom (hartree/bohr): 0.0756
ΔE to the lowest compared entry with this formula, charge and spin (kcal per mole): 10.5
Net charge: +1

Element x y z (Å)
C  -0.8380  0.0553  -2.4654
C  -1.2686  1.3111  -2.2145
C  0.1033  0.3983  -0.4369
C  -0.7836  -0.2912  1.8160
C  0.7367  -0.0108  0.8464
N  -0.0690  -0.4359  -1.4551
N  1.4660  -1.2194  0.6918
O  1.3823  1.0897  1.3898
S  -0.6782  1.8813  -0.6968
H  -1.0413  -0.5363  -3.3391
H  -1.9014  1.9279  -2.8231
H  -0.4480  -0.6399  2.7836
H  -1.2906  0.6593  1.8736
H  -1.3541  -1.0537  1.3056
H  0.3555  -1.3589  -1.4347
H  2.3730  -1.0275  0.2714
H  1.6323  -1.6875  1.5746
H  1.6238  0.9383  2.3129

Atomic partial charges in e from the Mulliken method, atoms 1 to 2:
1 C -0.59
2 C -0.17


(8)
A cluster of 2 separate species, C5H9N2S in total in a non-equilibrium geometry. Source: the Open Molecules 2025 dataset; level of theory: ωB97M-V with the def2-TZVPD basis set.

Results
Largest force on an atom (hartree/bohr): 0.0830
ΔE to the lowest compared entry with this formula, charge and spin (kcal per mole): 62.9
Net charge: +1

Element x y z (Å)
C  -0.1823  0.1773  -3.7224
C  0.4024  -0.6787  -2.9262
C  -0.6245  0.8660  -1.7043
C  1.8824  -0.0990  2.6369
C  1.2004  0.6399  1.5792
N  -0.8652  1.1167  -2.9755
N  0.0040  -0.3514  -1.6339
S  0.4290  -1.1646  -0.1540
H  -0.0531  0.3106  -4.8150
H  1.1153  -1.4899  -3.0371
H  -0.9492  1.4662  -0.9688
H  2.3044  0.7282  3.2339
H  1.1743  -0.6524  3.4274
H  2.7211  -0.7412  2.2353
H  1.8318  1.2562  0.8874
H  0.1453  1.0982  1.8776
H  -1.4460  1.8106  -3.4275

Atomic partial charges in e from the Mulliken method, atoms 1 to 2:
1 C -0.41
2 C -0.15


(9)
The ion C5H9N2S with charge +1 in a non-equilibrium geometry. Source: the Open Molecules 2025 dataset; level of theory: ωB97M-V with the def2-TZVPD basis set.

Results
Largest force on an atom (hartree/bohr): 0.0540
ΔE to the lowest compared entry with this formula, charge and spin (kcal per mole): 88.6
Net charge: +1

Element x y z (Å)
C  -1.3750  -0.6687  0.2970
C  -1.7582  0.6791  0.3780
C  0.4039  1.6277  -0.3905
C  1.1134  0.5681  0.3447
C  0.3483  -2.2986  -0.0120
N  -0.1839  -0.9935  -0.1105
N  -0.9746  1.6969  0.1040
S  2.6975  0.1568  0.1587
H  -2.0804  -1.4238  0.6360
H  -2.7394  0.9093  0.7724
H  0.8814  2.5939  -0.1946
H  0.3846  1.4822  -1.4847
H  -0.4233  -3.0526  -0.1802
H  1.1547  -2.4070  -0.7388
H  0.7686  -2.4694  0.9835
H  -1.3349  2.6262  0.2824
H  3.1173  0.9734  -0.8454

Atomic partial charges in e from the Mulliken method, atoms 1 to 2:
1 C 0.07
2 C -0.33


(10)
A cluster of 2 separate species, C5H9N3 in total in a non-equilibrium geometry. Source: the Open Molecules 2025 dataset; level of theory: ωB97M-V with the def2-TZVPD basis set.

Results
SMILES: [H]/N=C\C(=C)C.N#CN
Largest force on an atom (hartree/bohr): 0.1157
ΔE to the lowest compared entry with this formula, charge and spin (kcal per mole): 88.6

Element x y z (Å)
H  -1.9042  -0.6856  -0.1224
N  -1.6075  0.0388  0.5291
C  -0.3147  0.0720  0.7283
C  0.7204  -0.7849  -0.0733
C  1.6224  -1.4902  0.6436
C  0.2633  -1.3727  -1.3861
H  0.0340  0.1509  1.7626
H  1.7329  -1.4279  1.7163
H  2.0462  -2.4192  0.2875
H  0.2306  -2.4623  -1.3744
H  0.9546  -1.0586  -2.1685
H  -0.7277  -1.0937  -1.7359
N  0.9235  1.8864  -0.7177
C  0.0266  2.0836  0.0650
N  -0.9381  2.7852  0.6644
H  -1.7092  2.1715  0.9301
H  -1.3530  3.6065  0.2515

Atomic partial charges in e from the Mulliken method, atoms 1 to 2:
1 H 0.22
2 N -0.82


(11)
A cluster of 2 separate species, C5H9N3 in total in a non-equilibrium geometry. Source: the Open Molecules 2025 dataset; level of theory: ωB97M-V with the def2-TZVPD basis set.

Results
SMILES: CN(N)C#N.C=C=C
Largest force on an atom (hartree/bohr): 0.0694
ΔE to the lowest compared entry with this formula, charge and spin (kcal per mole): 135.7

Element x y z (Å)
C  0.6127  -1.3936  -1.5468
N  1.3915  -0.6619  -0.5641
N  2.7591  -0.6046  -0.8957
C  1.0188  -0.6491  0.7535
N  1.2395  -0.6864  1.8931
H  0.5320  -0.7976  -2.4598
H  1.1464  -2.2905  -1.8669
H  -0.3269  -1.7335  -1.1176
H  3.3598  -0.7162  -0.0825
H  3.3704  -0.0463  -1.4865
C  -1.1968  1.0029  1.8274
C  -1.9186  1.2342  0.7412
C  -2.9965  1.6771  0.1633
H  -0.9786  -0.0205  2.0967
H  -1.0597  1.7628  2.5831
H  -3.9811  1.4934  0.5730
H  -2.9719  2.4299  -0.6113

Atomic partial charges in e from the Mulliken method, atoms 1 to 2:
1 C -0.89
2 N 0.34


(12)
An isolated molecule of C5H9N3. Source: the Open Molecules 2025 dataset; level of theory: ωB97M-V with the def2-TZVPD basis set.

Results
SMILES: [H]\N=C(C)/C=C/C(N)=N\[H]
Largest force on an atom (hartree/bohr): 0.0111
ΔE to the lowest compared entry with this formula, charge and spin (kcal per mole): 18.4

Element x y z (Å)
H  -2.1757  -1.8910  1.2783
N  -1.4366  -1.6468  1.9360
C  -0.5277  -0.8981  1.4692
C  0.5890  -0.5095  2.3878
C  -0.5180  -0.3911  0.0935
C  0.4188  0.3976  -0.4398
C  0.4282  0.8458  -1.8445
N  -0.7758  0.8827  -2.4887
N  1.4807  1.1247  -2.5072
H  2.3464  1.0050  -1.9916
H  1.5400  -0.8630  1.9942
H  0.6364  0.5728  2.4912
H  0.4157  -0.9570  3.3614
H  -1.3523  -0.7171  -0.5187
H  1.2820  0.7007  0.1375
H  -1.6051  1.0570  -1.9478
H  -0.7462  1.2873  -3.4106

Atomic partial charges in e from the Mulliken method, atoms 1 to 2:
1 H 0.22
2 N -0.67


(13)
An isolated molecule of C5H9N3 in a non-equilibrium geometry. Source: the Open Molecules 2025 dataset; level of theory: ωB97M-V with the def2-TZVPD basis set.

Results
SMILES: N[C@@]12C=NN[C@H]1CC2
Largest force on an atom (hartree/bohr): 0.0862
ΔE to the lowest compared entry with this formula, charge and spin (kcal per mole): 95.7

Element x y z (Å)
N  -1.4628  0.7525  -0.0419
C  -0.4647  -0.4263  0.0669
C  -0.5649  -1.2944  -1.1697
N  0.1163  -0.7432  -2.1371
N  0.6271  0.4390  -1.6675
C  0.8457  0.1454  -0.2392
C  0.8672  0.8358  1.1209
C  0.0188  -0.3999  1.6102
H  -2.4061  0.2996  0.1574
H  -1.4486  1.0585  -1.0158
H  -1.2043  -2.0846  -1.5024
H  1.4498  0.8889  -2.2313
H  1.5860  -0.6930  -0.0539
H  1.8592  0.7564  1.6342
H  0.4318  1.8804  1.3088
H  0.5855  -1.2696  1.8832
H  -0.8360  -0.1455  2.2771

Atomic partial charges in e from the Mulliken method, atoms 1 to 2:
1 N -0.70
2 C 0.92


(14)
A cluster of 2 separate species, C5H9N3 in total in a non-equilibrium geometry. Source: the Open Molecules 2025 dataset; level of theory: ωB97M-V with the def2-TZVPD basis set.

Results
Largest force on an atom (hartree/bohr): 0.0500
ΔE to the lowest compared entry with this formula, charge and spin (kcal per mole): 134.2

Element x y z (Å)
C  1.4087  1.4754  -0.3557
C  2.5013  0.8726  0.2145
C  0.5307  0.4298  -0.6426
C  1.0081  -0.7514  -0.1450
C  -2.7685  0.4048  0.4994
N  2.2653  -0.4780  0.3180
N  0.4051  -1.9860  -0.0496
N  -2.2371  -0.0925  -0.7122
H  1.3011  2.5135  -0.5920
H  3.4400  1.2995  0.5074
H  -2.4731  -0.2595  1.3140
H  -2.4789  1.4361  0.7389
H  -3.8690  0.3985  0.4348
H  2.8811  -1.1415  0.7592
H  0.9521  -2.7719  -0.3801
H  -0.5250  -1.9450  -0.4533
H  -2.3420  0.5957  -1.4557

Atomic partial charges in e from the Mulliken method, atoms 1 to 2:
1 C -0.33
2 C -0.61


(15)
An isolated molecule of C5H9N3 in a non-equilibrium geometry. Source: the Open Molecules 2025 dataset; level of theory: ωB97M-V with the def2-TZVPD basis set.

Results
Largest force on an atom (hartree/bohr): 0.0886
ΔE to the lowest compared entry with this formula, charge and spin (kcal per mole): 126.5

Element x y z (Å)
C  -1.1173  1.8170  -1.0331
C  0.1026  2.0102  -0.4021
C  -1.8998  0.9010  -1.6543
C  0.4362  -0.3377  0.2430
C  1.2712  -2.3684  1.2106
N  0.7073  0.9691  0.1983
N  -2.6041  0.3506  -2.4794
N  0.9965  -0.9808  1.3681
H  -1.7040  2.8051  -1.1314
H  0.4913  2.9742  -0.0982
H  1.2907  -2.7792  2.3095
H  0.3967  -2.7593  0.7521
H  2.1936  -2.6975  0.7252
H  1.6289  1.2414  0.6757
H  -3.6646  0.0121  -2.3558
H  -0.4888  -0.6938  -0.0100
H  1.9636  -0.4639  1.6819

Atomic partial charges in e from the Mulliken method, atoms 1 to 2:
1 C -0.44
2 C 0.02